DFT (ωB97M-V with the def2-TZVPD basis set) results for C27H31NOP2Rh as an isolated structure in a non-equilibrium geometry.

Its HOMO-LUMO gap (alpha / beta) is 0.2370 / 0.2061 Ha. The calculation puts the total energy at -53615.753 eV. The net charge is +1. As for the spin multiplicity: 5.

The geometry in XYZ format:
```
63
Properties=species:S:1:pos:R:3:mulliken_spin:R:1
C -4.1644 2.0686 -2.0486 0.11
C -3.0010 2.3130 -1.3235 0.08
C -3.1127 2.2420 0.1445 0.06
C -4.1712 1.5285 0.8047 0.01
C -5.1821 1.0525 -0.0660 0.13
C -5.2434 1.4336 -1.3966 0.05
C -4.0431 1.3343 2.2204 0.51
C -2.8690 1.7218 2.9144 -0.01
C -1.8699 2.4680 2.1620 0.08
C -0.5291 2.7323 2.7112 0.09
C -0.3719 2.6327 4.0885 0.10
C -1.3887 1.9835 4.8448 0.07
C -2.5251 1.4241 4.2500 0.15
H -4.2377 2.4017 -3.0792 0.01
H -5.9289 0.3353 0.3051 0.00
H -6.1357 1.2542 -2.0039 0.01
H -4.7222 0.5543 2.6918 0.00
H 0.4993 3.0970 4.5844 0.01
H -1.2066 1.8885 5.9126 0.01
H -3.1145 0.6973 4.8228 0.00
N -2.2154 2.8778 0.9296 0.48
Rh 0.1102 -0.4461 -0.1558 1.13
C -1.6430 2.4984 -1.9365 0.02
H -1.0467 3.2067 -1.3655 0.01
H -1.7324 2.8297 -2.9712 0.00
C 0.5969 2.9987 1.7582 0.03
H 0.2507 3.6438 0.9422 0.01
H 1.4452 3.4544 2.2914 0.01
P -0.6856 0.8962 -1.8734 0.08
P 1.1380 1.4033 0.9061 0.07
C 2.0355 0.5763 2.2474 0.03
H 2.4194 -0.3920 1.9005 -0.01
H 2.8701 1.1887 2.6160 0.01
H 1.3633 0.3640 3.0844 0.01
C 2.4390 2.0491 -0.1388 0.01
H 3.2935 2.3614 0.4614 0.00
H 2.7971 1.3210 -0.8663 0.00
H 2.0962 2.9085 -0.7119 0.00
C -1.7051 -0.2477 -2.8339 0.07
H -1.9628 0.1860 -3.8107 0.01
H -1.1665 -1.1935 -2.9917 -0.01
H -2.6370 -0.4722 -2.3009 0.00
C 0.7114 1.2484 -2.9765 0.01
H 1.4483 0.4395 -2.9466 0.00
H 0.3319 1.3562 -3.9960 0.00
H 1.2119 2.1726 -2.6815 0.00
C 1.5415 -1.3781 -0.7958 0.05
O 2.4717 -1.8432 -1.2912 0.08
H -1.1723 -0.2776 0.6375 -0.12
C -1.4619 -1.9433 0.6939 0.30
C -0.8775 -3.3166 0.4406 0.04
C -0.3344 -4.0457 1.5188 0.09
C 0.0962 -5.3715 1.3422 -0.04
C -0.0127 -5.9414 0.0599 0.12
C -0.4904 -5.2103 -1.0487 -0.05
C -0.9411 -3.8988 -0.8407 0.12
H -2.4089 -1.8300 0.1242 0.01
H -1.6510 -1.8830 1.7851 -0.02
H -0.3060 -3.5802 2.5037 0.00
H 0.5324 -5.9263 2.1996 0.00
H 0.4087 -6.9373 -0.1048 0.01
H -0.5194 -5.6392 -2.0639 0.00
H -1.3935 -3.3083 -1.6515 0.00
```